DFT (the ωB97M-V functional and the def2-TZVPD basis) results for a 6-piece molecular cluster, C38H46N9O3 overall in a non-equilibrium geometry.

Geometry as XYZ:
```
96
Properties=species:S:1:pos:R:3
C 1.9221 -2.9119 -4.5361
C 1.9650 -1.3201 -4.3521
O 2.2099 -0.6389 -5.3920
N 1.7096 -0.5750 -3.0948
C 0.3370 -1.0839 -2.6303
C 2.6137 -0.9278 -2.0128
C 3.8614 -1.8524 -2.0666
N 4.7594 -2.2768 -1.0787
N 4.5671 -1.8053 0.1456
C 5.5202 -2.2684 1.2276
C 5.0595 -3.7960 1.5751
O 5.8747 -4.6949 1.8966
C 3.4695 -4.0529 1.4155
C 2.4914 -3.3502 2.4230
C 0.9289 -3.4989 2.3150
C 0.2763 -4.3588 1.1785
C 1.2723 -5.0730 0.2128
C 2.8331 -4.9252 0.3080
C 3.5017 -0.9042 0.4084
C 2.4137 -0.3606 -0.5386
N 1.3241 0.5700 -0.1710
C 0.6161 -0.0973 0.9878
C 1.8530 1.8993 0.2377
C 1.6301 2.5456 1.7064
O 2.5413 2.5520 -0.5895
H 1.9284 -3.4302 -3.5026
H 1.0281 -3.2759 -5.1529
H 2.8906 -3.2285 -5.0793
H -0.2635 -1.5450 -3.4994
H 0.5745 -1.9792 -1.9321
H -0.2442 -0.3069 -2.0354
H 4.1031 -2.2751 -3.1142
H 6.5746 -2.2850 0.7939
H 5.4583 -1.5791 2.1428
H 2.8473 -2.6725 3.2806
H 0.2110 -2.9808 3.0535
H -0.8644 -4.4669 1.0547
H 0.7963 -5.7061 -0.6214
H 3.4682 -5.4758 -0.4575
H 3.4398 -0.5211 1.4957
H 1.3132 -0.1714 1.9058
H 0.3564 -1.1815 0.7140
H -0.3602 0.4139 1.2860
H 0.5232 2.8070 1.8539
H 1.9722 1.7986 2.5118
H 2.2557 3.4901 1.8382
N -3.2475 1.1667 2.1516
C -3.6989 1.4359 3.4169
C -4.2510 0.2852 3.9233
C -4.1235 -0.7178 2.9297
C -3.4983 -0.1463 1.8491
H -2.8010 1.8295 1.5401
H -3.5897 2.4209 3.8452
H -4.6962 0.1770 4.9012
H -4.4524 -1.7449 2.9979
H -3.2120 -0.5585 0.8929
N -0.3434 -2.9847 -7.4456
C 0.7737 -2.2419 -7.7325
C 0.9590 -2.2670 -9.0930
C -0.0859 -3.0478 -9.6483
C -0.8754 -3.4750 -8.6097
H -0.7159 -3.1445 -6.5244
H 1.3385 -1.7627 -6.9460
H 1.7576 -1.7767 -9.6298
H -0.2430 -3.2716 -10.6932
H -1.7665 -4.0843 -8.5975
N -3.1838 4.4890 0.3958
C -4.3466 4.5204 1.1223
C -4.8579 5.7922 1.0468
C -3.9759 6.5556 0.2414
C -2.9542 5.7256 -0.1485
H -2.5915 3.6844 0.2790
H -4.7071 3.6377 1.6293
H -5.7670 6.1355 1.5180
H -4.0783 7.5973 -0.0241
H -2.0855 5.9072 -0.7633
N 6.0633 6.3503 0.6943
C 5.5323 5.0909 0.6074
C 4.2190 5.2103 0.2209
C 3.9502 6.5928 0.0635
C 5.1071 7.2713 0.3595
H 7.0101 6.5657 0.9620
H 6.1326 4.2213 0.8288
H 3.5292 4.3931 0.0671
H 3.0140 7.0418 -0.2342
H 5.3314 8.3273 0.3620
N -6.9264 -1.4051 5.3955
C -6.8455 -1.1041 6.7294
C -8.1179 -1.1225 7.2458
C -8.9987 -1.4524 6.1862
C -8.2354 -1.6239 5.0574
H -6.1455 -1.4582 4.7626
H -5.8921 -0.9018 7.1942
H -8.3851 -0.9220 8.2728
H -10.0725 -1.5538 6.2431
H -8.5099 -1.8807 4.0454
```

Highest occupied orbital energy in eV: -9.526
Total charge: +1

DFT (the ωB97M-V functional and the def2-TZVPD basis) results for C38H47As3ClF5N2O5SW as an isolated structure in a non-equilibrium geometry.

Geometry as XYZ:
```
103
Properties=species:S:1:pos:R:3
W 0.1604 1.0597 -0.3117
C -2.6677 -2.1282 -0.4485
C -2.1513 -0.7306 -0.5763
O -0.9183 -0.5281 -0.1304
C -2.9131 0.2283 -1.2071
C -2.4683 1.4572 -1.7363
C -3.3719 2.3397 -2.5258
N -1.1746 1.7031 -1.6239
N -0.5647 2.6745 -2.3798
C 0.7334 2.5358 -2.4325
O 1.3505 1.6282 -1.6387
C 1.4997 3.2392 -3.4469
C 0.8619 4.1320 -4.3159
C 1.5602 4.6975 -5.3624
C 2.9025 4.3926 -5.5606
C 3.5406 3.5130 -4.6985
C 2.8491 2.9456 -3.6446
H -3.4779 -2.1839 0.2811
H -1.8703 -2.8033 -0.1468
H -3.0489 -2.4518 -1.4167
H -3.9350 -0.0452 -1.4368
H -4.2834 2.5384 -1.9626
H -3.6401 1.8655 -3.4719
H -2.8689 3.2794 -2.7367
H -0.1847 4.3482 -4.1583
H 1.0549 5.3728 -6.0402
H 3.4477 4.8274 -6.3874
H 4.5821 3.2665 -4.8574
H 3.3393 2.2466 -2.9793
C 3.2788 -0.9497 -2.0169
As 2.0345 -0.7989 -0.4954
C 1.3138 -2.6093 -0.2223
C 3.6270 -1.1169 0.7924
C 3.5289 -0.6189 2.2418
C 4.9375 -0.3581 2.7884
C 2.7345 0.7169 2.1883
As 0.7127 0.4283 2.0025
C 0.1483 1.8721 3.3205
C 1.2262 2.9410 0.5211
C 2.8819 -1.6938 3.1652
As 1.9482 -1.0085 4.7750
C 3.4684 -1.4692 6.0716
C 0.9961 -2.6848 5.2786
H 3.7193 -1.9433 -2.0482
H 4.0625 -0.2035 -1.8792
H 2.7600 -0.7400 -2.9477
H 2.0818 -3.3592 -0.3996
H 0.4929 -2.7607 -0.9165
H 0.9342 -2.6958 0.7964
H 4.4346 -0.5650 0.3036
H 3.8921 -2.1767 0.7688
H 5.4393 0.4381 2.2354
H 5.5469 -1.2607 2.7113
H 4.8773 -0.0652 3.8373
H 3.1070 1.2867 1.3328
H 2.9402 1.2970 3.0904
H 0.9966 2.1948 3.9192
H -0.6064 1.4522 3.9870
H -0.2850 2.7248 2.8047
H 0.5358 3.6323 0.0028
H 1.3158 3.3221 1.5362
H 2.2077 3.0654 0.0529
H 3.6562 -2.3977 3.4763
H 2.1205 -2.2377 2.6052
H 4.3281 -0.8308 5.8736
H 3.7495 -2.5158 5.9615
H 3.1284 -1.2881 7.0913
H -0.0714 -2.4940 5.2854
H 1.2936 -3.0118 6.2727
H 1.2243 -3.4693 4.5577
C -2.7681 -1.8128 3.1205
C -4.1765 -1.3367 2.9634
C -5.2493 -2.1133 3.3651
C -6.5492 -1.6410 3.2454
Cl -7.8708 -2.6368 3.7618
C -6.7864 -0.3851 2.7297
C -5.7195 0.4036 2.3160
C -4.4175 -0.0680 2.4139
O -3.3192 0.6375 2.0040
C -3.5927 1.9292 1.5128
C -2.3631 2.5818 0.8594
O -2.4516 3.6997 0.4063
O -1.2549 1.8932 0.8424
H -2.2007 -1.0874 3.7035
H -2.2760 -1.8703 2.1526
H -2.7379 -2.7904 3.5961
H -5.0643 -3.1016 3.7646
H -7.7980 -0.0127 2.6526
H -5.9351 1.3877 1.9246
H -3.9433 2.5749 2.3237
H -4.3652 1.8951 0.7378
F 0.1972 -4.0150 -7.6052
C 0.1787 -3.2709 -6.4963
C 0.9178 -3.6351 -5.3866
F 1.6528 -4.7521 -5.4085
C 0.8891 -2.8514 -4.2493
F 1.6212 -3.2566 -3.1994
C 0.1363 -1.6757 -4.1544
S 0.0881 -0.6651 -2.7496
C -0.6092 -1.3481 -5.2952
F -1.3701 -0.2468 -5.2849
C -0.5941 -2.1225 -6.4376
F -1.3305 -1.7759 -7.4982
```

Highest occupied orbital energy in eV: -7.233

DFT (the ωB97M-V functional and the def2-TZVPD basis) results for C38H47BIrN9S3 as an isolated structure in a non-equilibrium geometry.

Geometry as XYZ:
```
99
Properties=species:S:1:pos:R:3
Ir 0.4188 -0.1644 -0.2452
C -1.6373 4.6638 -0.6636
C -2.5285 4.6347 0.5808
C -1.8355 5.2952 1.7756
C -3.8119 5.4244 0.3132
N -2.8588 3.2447 0.9195
C -4.1319 2.7271 0.9122
C -4.0772 1.4846 1.4316
N -2.7759 1.2045 1.7515
B -2.4530 -0.0666 2.5508
N -1.0692 -0.0331 3.2406
C -0.8999 0.6413 4.4146
C 0.3427 0.3891 4.8742
N 0.9595 -0.4547 3.9822
C 0.0791 -0.6788 2.9763
S 0.3004 -1.6829 1.6136
C 2.3517 -0.8821 4.1991
C 2.8197 -1.9409 3.2073
C 2.4433 -1.4918 5.6044
C 3.2425 0.3616 4.0943
N -2.6264 -1.3259 1.6837
C -2.9583 -2.5206 2.2572
C -3.1378 -3.4289 1.2764
N -2.9111 -2.8014 0.0759
C -2.5732 -1.5150 0.3521
S -2.1282 -0.3055 -0.7606
C -3.1320 -3.4124 -1.2438
C -1.8958 -3.2377 -2.1211
C -3.3935 -4.9123 -1.0830
C -4.3565 -2.7510 -1.8821
C -2.0294 2.2710 1.3964
S -0.3466 2.2859 1.4596
H -1.7252 5.6163 -1.1800
H -1.9232 3.8726 -1.3550
H -0.6003 4.5261 -0.3800
H -1.5484 6.3077 1.5095
H -0.9445 4.7481 2.0630
H -2.5121 5.3509 2.6254
H -3.5550 6.4737 0.1835
H -4.4909 5.3577 1.1611
H -4.3220 5.0881 -0.5858
H -4.9750 3.2561 0.5295
H -4.8564 0.7718 1.5963
H -3.2613 -0.1398 3.4328
H -1.6769 1.2497 4.8252
H 0.8186 0.7394 5.7645
H 2.1974 -2.8285 3.2699
H 3.8424 -2.2179 3.4486
H 2.7987 -1.5732 2.1890
H 1.7715 -2.3436 5.6842
H 2.1937 -0.7772 6.3835
H 3.4588 -1.8370 5.7799
H 3.1161 0.8380 3.1252
H 4.2862 0.0781 4.2019
H 3.0005 1.0903 4.8645
H -3.0362 -2.6251 3.3186
H -3.3909 -4.4626 1.3546
H -1.0301 -3.6903 -1.6439
H -1.6821 -2.1892 -2.2981
H -2.0533 -3.7199 -3.0816
H -2.5602 -5.3995 -0.5798
H -3.4910 -5.3535 -2.0721
H -4.3153 -5.1082 -0.5379
H -4.1959 -1.6831 -1.9981
H -5.2429 -2.9113 -1.2703
H -4.5293 -3.1828 -2.8637
N 1.2956 -0.4873 -10.4938
C 1.2503 -0.5827 -9.3490
C 1.1742 -0.6476 -7.9469
C 0.3701 -1.5982 -7.3073
C 0.2727 -1.6235 -5.9366
C 0.9422 -0.6717 -5.1545
C 1.7616 0.2658 -5.8039
C 1.8803 0.2806 -7.1699
C 0.7979 -0.6117 -3.7121
C 0.5585 0.6715 -3.1525
C 0.2732 1.8455 -3.8898
C 0.2747 2.9077 -2.9900
C 0.5279 2.3667 -1.7416
N 0.6454 1.0189 -1.8249
C 1.0329 -1.7949 -2.9670
C 1.4936 -3.0417 -3.4708
C 1.6876 -3.8680 -2.3758
C 1.3443 -3.1166 -1.2514
N 0.9531 -1.8798 -1.6098
H -0.1880 -2.2989 -7.9093
H -0.3665 -2.3519 -5.4550
H 2.3201 0.9689 -5.2013
H 2.5103 1.0104 -7.6548
H 0.0702 1.9078 -4.9427
H 0.1198 3.9446 -3.2168
H 0.6413 2.8649 -0.7974
H 1.6801 -3.2848 -4.4985
H 2.0388 -4.8846 -2.3788
H 1.3590 -3.4185 -0.2165
C 2.3881 0.3975 0.2687
H 3.0164 -0.4932 0.3356
H 2.3721 0.9065 1.2320
H 2.8332 1.0682 -0.4636
```

Highest occupied orbital energy in eV: -7.120
Energy relative to the best compared isomer or geometry (same formula, charge and spin) in kcal per mole: 35.63